(1)
{
  "formula": "C43H114N6O13",
  "method": "ωB97M-V/def2-TZVPD",
  "lumo_energy_ev": 0.42,
  "homo_energy_ev": -8.615,
  "orbital_gap_ha": 0.332,
  "spin_multiplicity": 1,
  "energy_ha": -3013.114742,
  "largest_force_ev_per_a": 2.32,
  "charge": 0,
  "elements": ["O", "O", "O", "O", "O", "O", "O", "O", "O", "O", "O", "O", "O", "N", "N", "N", "N", "N", "N", "C", "C", "C", "C", "C", "C", "C", "C", "C", "C", "C", "C", "C", "C", "C", "C", "C", "C", "C", "C", "C", "C", "C", "C", "C", "C", "C", "C", "C", "C", "C", "C", "C", "C", "C", "C", "C", "C", "C", "C", "C", "C", "C", "H", "H", "H", "H", "H", "H", "H", "H", "H", "H", "H", "H", "H", "H", "H", "H", "H", "H", "H", "H", "H", "H", "H", "H", "H", "H", "H", "H", "H", "H", "H", "H", "H", "H", "H", "H", "H", "H", "H", "H", "H", "H", "H", "H", "H", "H", "H", "H", "H", "H", "H", "H", "H", "H", "H", "H", "H", "H", "H", "H", "H", "H", "H", "H", "H", "H", "H", "H", "H", "H", "H", "H", "H", "H", "H", "H", "H", "H", "H", "H", "H", "H", "H", "H", "H", "H", "H", "H", "H", "H", "H", "H", "H", "H", "H", "H", "H", "H", "H", "H", "H", "H", "H", "H", "H", "H", "H", "H", "H", "H", "H", "H", "H", "H"],
  "coordinates": [[-2.2918, 0.5882, -3.7522], [-4.7680, 3.3392, -1.0608], [-1.7226, 7.0228, -2.5468], [2.1248, 4.2251, -1.6237], [5.3247, -0.0517, 2.6508], [2.9412, 1.2166, 2.9508], [0.0298, -7.3383, 5.4314], [2.3063, -0.0260, -6.2316], [-0.3785, 5.7035, 1.7218], [-3.7075, -5.2546, -1.1447], [0.2997, -4.0584, 2.0790], [-2.1000, 0.9260, 3.2533], [0.8894, -1.4678, -1.5387], [0.1558, 0.3455, 1.5101], [-3.3554, -1.7471, 5.3648], [-1.6038, -5.3921, 3.6474], [1.6855, 2.7127, 0.8598], [3.2734, -3.5132, -6.9011], [-1.7644, 3.4384, -3.5717], [1.6908, -1.4431, -2.6884], [2.3504, -0.5954, 4.3359], [3.1653, 3.6031, -2.3302], [-1.9304, -4.8064, 2.3414], [3.0964, -2.3087, -6.1024], [0.2294, -0.7608, 0.6210], [4.3333, -2.1768, -5.1872], [-1.2191, 4.6099, -2.8514], [-1.5013, -6.8712, 3.5634], [-2.7493, -0.5003, -4.5344], [1.5216, -4.2255, 1.4088], [2.9212, 2.0746, -2.3585], [-2.7341, 7.9431, -2.3177], [-4.2230, -1.0722, 3.2237], [2.4028, 0.9317, 4.2058], [-4.2646, -3.0614, -0.3830], [2.4638, 4.5611, 2.0959], [1.1976, 3.8001, 1.6886], [-3.0105, -1.0233, 4.1768], [-1.2543, -1.0749, 0.1480], [-3.5586, -3.8862, -1.4339], [4.4688, 4.0152, -1.7293], [-1.2705, -7.5838, 4.9136], [3.3478, 1.4705, 5.2786], [-3.0027, 2.0583, -0.3335], [-2.4985, 0.3357, 4.4862], [-1.2724, 6.5708, 1.0547], [-0.7130, -4.7380, 1.4203], [4.8426, -0.8054, 1.5773], [1.0528, -0.4603, -0.6228], [5.3177, -0.1767, 0.2924], [-0.7146, 2.3884, -3.5040], [2.8460, -1.0555, -7.0143], [1.8103, 1.1033, -6.9105], [-1.7936, 2.2996, 3.3186], [0.1465, -7.6018, 6.8384], [-1.0552, 1.1200, -4.2776], [-5.4480, 1.5993, 0.4368], [-2.2467, 5.7579, -2.9170], [-4.3718, 2.6186, 0.0595], [5.2681, -2.2496, 1.7429], [0.1576, 4.6554, 0.8810], [-4.3474, -3.7544, -2.7416], [-2.3321, -3.7946, 2.3948], [-4.0277, -0.6976, 2.2189], [-2.6748, -5.4741, 1.9076], [-2.6699, -1.7080, 6.1055], [-3.0776, 1.4131, -1.2089], [-0.6568, -7.1353, 2.9269], [4.6275, 3.9109, -0.6559], [-2.3045, 8.9090, -2.0521], [2.1168, -1.0841, 5.2818], [-1.4407, -8.6448, 4.7310], [-5.2643, 1.0783, 1.3765], [4.5927, -3.0712, -4.6208], [-0.3032, 0.3371, -4.1786], [-4.4532, -2.0231, -0.6559], [0.5396, 5.0454, -0.0624], [-0.6379, -5.1019, 3.7006], [-0.6112, 7.1804, 0.4389], [-1.2274, -2.0929, -0.2407], [-5.4834, 0.7818, -0.2833], [6.1600, -0.4706, 2.8709], [1.5826, -0.9310, 3.6388], [-2.3208, 2.8741, -0.5734], [6.3618, 0.1313, 0.2367], [-2.0936, 6.1252, 0.4933], [2.1310, -1.4135, -7.7550], [-1.9711, -7.2919, 5.6960], [-1.0741, -4.2992, 0.4901], [-0.1607, -6.7792, 7.4842], [-5.2119, -3.5348, -0.1250], [-6.4730, 1.9697, 0.4173], [0.6595, -1.5987, 1.1696], [5.2616, 3.4436, -2.2118], [-2.6501, -0.3666, -5.6116], [-2.5764, 3.0099, -3.1509], [-0.4444, -5.7552, 1.1351], [-0.7061, 4.0068, 0.7347], [-1.1984, 1.4078, -5.3192], [2.3349, -3.5622, 1.7034], [0.9082, 0.3663, 2.1836], [1.5677, -2.4197, -3.1564], [-2.6381, 5.9232, -3.9208], [-3.4148, 7.7243, -1.4950], [2.9456, 1.3173, 6.2800], [5.1549, -1.7464, -5.7599], [-0.7948, 2.5598, 3.6689], [-0.6449, 2.0192, -2.4808], [6.3445, -2.2751, 1.9128], [-5.3411, -4.1914, -2.6436], [4.9321, 0.8394, 0.2093], [3.3257, -1.0112, 4.0828], [-1.7574, 7.1224, 1.8601], [-3.3816, -5.7896, -1.8721], [-3.3625, 8.1481, -3.1844], [-2.5275, -3.5450, -1.5252], [3.8659, 0.9595, 2.9722], [-3.7792, -0.7967, -4.3358], [4.3443, 1.0409, 5.1762], [-2.1031, -1.3390, -4.2753], [5.0082, -2.8235, 0.8534], [4.0965, -1.3307, -4.5421], [2.3005, 5.3094, 2.8714], [1.4072, -0.6303, -3.3570], [3.6108, 1.5611, -3.0284], [0.7973, 0.4731, -1.1244], [2.0992, -0.2555, -0.3965], [-3.7268, -3.0343, 0.5648], [2.5989, 1.6654, -7.4107], [4.0993, -3.4461, -7.4786], [-4.5576, 2.8697, -1.8713], [0.2847, 2.7459, -3.7524], [2.9966, 3.9465, -3.3508], [-0.2938, 4.9652, -3.3048], [-2.0987, -1.4889, 3.8028], [-1.0850, 4.3426, -1.8032], [2.7246, -1.2543, -2.3990], [-4.5057, -2.6990, -2.9633], [-2.5597, 1.3876, 0.4027], [1.9024, 3.6934, -0.8560], [4.5228, 5.0946, -1.8708], [3.5131, 2.5406, 5.1538], [1.7540, -5.2884, 1.4746], [2.4377, -3.7412, -7.4205], [-0.4971, -8.4335, 7.1249], [1.8788, 1.8083, -2.5337], [-1.6966, -0.4796, -0.6509], [1.3775, -3.9857, 0.3553], [-3.9043, -4.2849, -3.5844], [2.2693, 2.1615, 1.4725], [2.9437, 4.8379, 1.1571], [-2.0199, -0.9590, 0.9152], [-3.5379, -2.7282, 5.2095], [1.1895, -7.8480, 7.0374], [-2.4526, -7.2396, 3.1793], [0.9000, 2.0857, 0.7598], [1.0005, 0.8707, -7.6019], [0.7477, 3.3682, 2.5825], [-4.9671, -0.4191, 3.6794], [-1.6644, 2.6438, 2.2925], [-3.1135, 5.4981, -2.3094], [1.3970, 1.3459, 4.2762], [4.7802, -2.8348, 2.5224], [2.2073, -2.4939, -5.4997], [-1.6624, 0.3452, 5.1854], [-4.2081, 3.3812, 0.8209], [-2.6023, 2.9105, 3.7196], [3.7326, -0.8367, -7.6095], [3.7540, -0.8050, 1.5233], [1.4092, 1.7195, -6.1057], [-3.2290, 0.9755, 4.9812], [-4.6067, -2.0924, 3.2101], [3.1235, 3.7873, 2.4885], [-0.6729, 0.3313, 2.0873], [3.1001, 1.7021, -1.3499], [4.9412, -0.5905, -0.6430]],
  "atomic_forces_ev_per_a": [[-0.24, 0.65, -0.61], [-1.12, 1.51, -1.10], [0.49, -0.58, 0.71], [-0.81, 0.84, -0.32], [0.00, 0.34, 0.80], [-0.53, 0.54, -0.76], [0.17, 0.05, 0.32], [0.43, -0.12, -0.01], [0.44, -1.15, 0.02], [0.71, -0.89, 1.58], [0.40, 0.91, 0.40], [-0.10, 0.07, 0.32], [-0.44, -1.88, -0.28], [0.08, 1.36, 0.87], [-0.86, -0.08, 1.50], [0.51, -0.16, -0.05], [-0.61, 0.10, -0.78], [-0.06, -0.07, 0.31], [2.06, -0.36, -0.83], [0.02, 0.30, 0.52], [-0.50, -0.44, -0.31], [-1.56, -1.38, 0.25], [-0.01, -0.71, -0.22], [0.83, -0.24, -0.36], [-1.99, -0.11, -0.99], [-1.02, 1.57, -0.37], [-1.80, 0.62, -0.08], [-0.02, 0.57, 1.09], [0.75, -0.59, 0.28], [-0.16, -0.36, -1.06], [0.54, 0.30, 0.83], [-0.34, 1.28, 0.19], [0.67, 0.44, 0.63], [1.07, -1.13, 1.72], [-0.09, -0.33, 1.13], [-0.38, -0.86, -0.06], [0.40, 1.34, -0.31], [0.69, -1.15, -0.58], [0.75, -0.69, 0.03], [-1.66, 0.28, -1.49], [0.82, 0.37, -0.46], [-0.07, 0.66, -0.01], [-0.37, 0.86, 0.03], [-0.05, -0.89, 0.69], [-0.20, 1.61, 0.14], [0.78, 0.26, 0.67], [-1.76, -0.79, -0.13], [-0.31, -1.18, -1.28], [0.37, 1.28, 0.00], [-0.14, 1.66, -0.88], [-0.79, -0.96, 0.57], [-0.57, -1.55, 0.72], [0.02, 0.18, 0.67], [0.15, 0.49, -1.40], [-0.15, -0.27, -0.69], [-0.99, 0.58, 0.10], [0.21, -0.75, -0.02], [-0.18, 0.02, -0.48], [0.77, -0.62, -0.22], [-0.08, -0.56, -0.43], [-0.46, -0.27, 1.94], [-0.01, 0.94, -0.24], [-0.17, 0.01, 0.50], [0.18, -0.19, 0.05], [-0.21, 0.35, -0.46], [0.20, 0.20, -0.10], [-0.26, 0.05, -0.37], [-0.11, -0.45, -0.33], [-0.73, -0.59, 0.12], [0.39, -0.07, -0.06], [-0.25, 0.68, 0.38], [0.24, -0.36, 0.03], [0.07, 0.34, 0.26], [-0.08, 0.12, -0.23], [0.35, 0.15, -0.10], [0.14, -0.09, -0.33], [0.17, 0.03, 0.02], [0.30, 0.30, 1.09], [-0.72, 0.52, -0.43], [-0.36, -0.09, 0.15], [0.31, -0.04, -0.42], [0.21, 0.33, 0.40], [0.18, -0.46, -0.21], [0.02, -0.01, 0.13], [0.49, -1.09, 0.09], [0.23, -0.56, -0.34], [-0.50, 0.15, -0.19], [-0.49, 0.32, -0.27], [0.42, 0.61, -0.28], [0.01, 0.45, -0.28], [-0.20, 0.02, -0.26], [0.22, 0.55, 0.25], [-0.15, -0.63, -0.44], [0.41, 0.46, -0.18], [0.01, 0.47, -0.13], [-0.18, 0.43, 0.32], [0.55, -0.28, 0.14], [-0.02, -0.38, -0.75], [-0.04, -0.30, -0.33], [-0.29, -0.12, 0.82], [0.44, 0.02, -0.25], [0.18, 0.18, -0.17], [0.03, -0.61, -0.43], [-0.01, -0.63, 0.22], [0.15, -0.17, 0.03], [0.38, -0.61, -0.21], [-0.10, -0.34, 1.12], [0.29, 0.16, 0.63], [0.19, -0.29, -0.17], [0.00, -0.02, 0.44], [-0.71, 0.23, 0.44], [0.02, 0.07, -0.36], [0.17, 0.43, -0.16], [0.09, 0.13, -0.09], [-0.07, -0.29, -0.43], [0.24, -0.24, -0.15], [0.49, -0.09, -0.01], [0.02, 0.46, 0.37], [-0.10, -0.43, 0.09], [-0.04, -0.50, -0.11], [0.37, 0.12, -0.31], [0.05, -0.17, 0.61], [0.13, 0.32, -0.48], [-0.11, 0.01, -0.27], [-0.15, -0.05, -0.20], [-0.78, 0.53, 0.37], [0.63, -0.47, 0.39], [0.30, -0.02, -0.01], [0.10, -0.03, -0.20], [-0.15, -0.13, -0.31], [-0.02, -0.26, 0.05], [-0.22, 0.27, -0.33], [0.74, 0.29, -0.20], [0.08, -0.38, 0.07], [-0.04, -0.36, -1.16], [0.54, 0.23, 0.20], [0.36, -0.22, -0.12], [0.17, 0.03, -0.47], [0.12, 0.30, 0.37], [0.15, -0.56, 0.76], [0.57, 0.01, -0.35], [-0.22, 0.17, -0.03], [0.70, -0.03, 0.01], [0.23, -0.01, -0.35], [0.13, -0.34, -0.04], [0.09, 0.23, -0.52], [0.86, 0.41, -0.32], [-0.03, -0.04, -0.36], [0.37, 0.22, -0.07], [0.48, -0.01, -0.10], [0.02, 0.87, 0.19], [0.38, -0.40, 0.60], [0.00, 0.01, -0.32], [-0.10, 0.01, 0.00], [0.11, -0.19, -0.24], [-0.34, -0.36, -0.45], [0.00, -0.19, -0.19], [-0.46, 0.37, 0.20], [-0.28, -0.09, -0.05], [-0.41, -0.19, -0.35], [-0.13, -0.01, 0.38], [0.05, 0.25, -0.06], [-0.08, 0.56, 0.49], [-0.09, 0.33, 0.09], [0.39, -0.45, 0.07], [-0.26, -0.15, 0.36], [0.10, -0.12, 0.53], [0.47, 0.57, 0.28], [-0.16, 0.39, 0.52], [-0.09, 0.23, -0.20], [-0.54, 0.09, -0.10], [-0.05, 0.05, -0.22], [0.13, 0.09, 0.39], [-0.34, -0.18, -0.15], [0.21, -0.11, 0.15], [0.33, -0.67, 0.14]]
}

***

(2)
{
  "formula": "C15H36F9N3O12S3",
  "method": "ωB97M-V/def2-TZVPD",
  "lumo_energy_ev": -0.99,
  "homo_energy_ev": -8.212,
  "orbital_gap_ha": 0.266,
  "spin_multiplicity": 1,
  "energy_ha": -3753.595673,
  "largest_force_ev_per_a": 1.83,
  "charge": 0,
  "elements": ["S", "S", "S", "F", "F", "F", "F", "F", "F", "F", "F", "F", "O", "O", "O", "O", "O", "O", "O", "O", "O", "O", "O", "O", "N", "N", "N", "C", "C", "C", "C", "C", "C", "C", "C", "C", "C", "C", "C", "C", "C", "C", "H", "H", "H", "H", "H", "H", "H", "H", "H", "H", "H", "H", "H", "H", "H", "H", "H", "H", "H", "H", "H", "H", "H", "H", "H", "H", "H", "H", "H", "H", "H", "H", "H", "H", "H", "H"],
  "coordinates": [[5.2399, 2.0922, -2.9929], [-1.2982, 3.4895, -1.1278], [-1.3282, -1.6848, -1.2518], [-1.7350, 6.0552, -1.0338], [5.3715, 4.2316, -1.4670], [3.6840, 4.2110, -2.8216], [-0.6356, 5.3941, -2.7646], [-2.1732, -3.6456, -2.7408], [0.3598, 5.5359, -0.8384], [-0.6428, -2.4828, -3.7061], [-0.0920, -3.8259, -2.1126], [5.6845, 4.6256, -3.5725], [-1.3594, 3.3236, 0.3178], [-0.0671, -1.0282, -1.0165], [-5.2414, 1.7555, 1.2485], [0.7918, 0.1710, 1.5422], [6.5384, 1.8438, -2.4149], [4.1637, 1.4753, -2.2094], [5.1306, 1.9355, -4.4096], [-1.7787, -2.4822, -0.1151], [-2.3743, -0.8745, -1.8246], [-0.2817, 2.6376, -1.7168], [-2.5781, 3.4252, -1.7939], [3.2958, -4.9428, 3.0834], [-7.1060, 0.5664, -0.0523], [4.0287, -3.5358, 0.8119], [1.7524, 1.0696, -0.7054], [-5.8306, -0.2231, 0.2285], [2.6342, 3.1099, 0.2205], [-5.6899, -1.2234, -0.8648], [1.6944, -2.9511, 0.3761], [1.1540, 1.5280, 1.5368], [2.2336, 1.6911, 0.5339], [-0.7883, 5.2262, -1.4463], [2.6876, -3.3681, 1.4408], [4.9833, 3.8949, -2.7047], [-4.2550, 2.7838, 1.4534], [-0.4041, -0.0966, 2.1963], [-4.7816, 0.7858, 0.3249], [-1.0476, -2.9652, -2.5387], [3.3835, -6.3138, 3.4150], [2.3131, -4.6460, 2.1213], [-7.9017, -0.0698, -0.0395], [2.4344, -6.7217, 3.7793], [4.6639, -3.9886, 1.4774], [2.8929, 3.6657, 1.1225], [4.1749, -6.4313, 4.1463], [4.4128, -2.6283, 0.5386], [-4.7507, -1.7728, -0.8052], [2.1833, -2.1505, -0.1829], [1.5192, 1.8041, 2.5360], [-3.8025, 0.3490, 0.5439], [-4.1092, 3.3520, 0.5332], [-3.3075, 2.3881, 1.8164], [-6.0466, -0.7003, 1.1854], [-0.5447, -1.1784, 2.2641], [0.2848, 2.1494, 1.2804], [-7.2469, 1.2837, 0.6659], [0.9303, 1.5587, -1.1140], [-4.6468, 1.2317, -0.6788], [1.8742, 3.6725, -0.3229], [2.3125, -5.4638, 1.3752], [3.1293, 1.1623, 0.8659], [-7.0240, 1.0114, -0.9691], [-0.4024, 0.3368, 3.2010], [-5.5930, -0.7971, -1.8712], [2.4835, 1.1313, -1.4333], [1.5308, 0.0768, -0.6297], [3.6246, -6.9335, 2.5356], [1.2942, -4.5938, 2.5135], [-1.2602, 0.2185, 1.5850], [1.5192, -3.7916, -0.3039], [-6.5165, -1.9393, -0.9162], [0.7186, -2.6250, 0.7213], [2.7758, -2.6006, 2.2123], [-4.6566, 3.4586, 2.2095], [3.9074, -4.1156, -0.0231], [3.5064, 3.0833, -0.4272]],
  "atomic_forces_ev_per_a": [[0.36, -0.55, 0.66], [-0.86, -1.32, 0.43], [-1.35, 0.06, 0.85], [-0.20, 0.39, 0.29], [0.00, 0.16, 0.13], [0.09, 0.18, -0.08], [0.14, 0.12, 0.12], [-0.07, -0.25, -0.01], [0.04, 0.10, 0.04], [0.05, 0.21, -0.10], [-0.10, -0.18, -0.07], [-0.07, 0.09, 0.05], [0.06, 0.61, 0.03], [0.54, -0.09, -0.49], [0.61, -0.20, 0.11], [0.75, -0.73, -0.07], [0.16, 0.11, -0.01], [-0.34, 0.06, 0.08], [-0.25, 0.03, -0.51], [0.32, -0.11, -0.15], [-0.02, 0.13, -0.20], [0.54, 0.35, -0.36], [-0.07, 0.22, 0.05], [0.17, 0.24, 0.14], [-0.38, -0.18, 0.17], [0.16, 0.00, 0.01], [0.79, -0.54, -1.56], [-1.35, -0.76, 0.14], [0.24, 0.53, -0.10], [0.45, -0.82, -1.21], [0.80, -0.28, -0.42], [-0.74, 0.41, 0.86], [0.41, 0.27, -0.23], [0.18, -0.61, -0.45], [-1.37, 0.60, 0.80], [-0.13, -0.35, -0.11], [-0.43, 0.51, 0.15], [-0.74, -0.48, -0.13], [1.05, 1.24, -0.62], [0.35, 0.11, 0.19], [-0.22, -0.60, -0.39], [0.24, -1.13, -0.52], [-0.05, 0.10, -0.23], [0.06, 0.27, 0.29], [-0.04, -0.05, -0.06], [-0.03, -0.08, 0.05], [-0.07, 0.04, 0.15], [0.03, -0.09, -0.12], [0.04, -0.11, 0.44], [-0.52, 0.13, -0.17], [-0.03, 0.21, -0.06], [-0.09, -0.03, 0.35], [0.25, -0.17, -0.03], [0.00, -0.16, -0.22], [0.22, -0.01, 0.09], [0.31, 0.00, 0.11], [0.12, 0.02, 0.00], [0.34, 0.10, -0.08], [-0.31, 0.14, 0.28], [0.10, 0.13, 0.16], [-0.20, -0.19, 0.18], [-0.15, 0.14, -0.01], [-0.03, -0.27, -0.13], [-0.10, 0.04, 0.06], [-0.25, 0.09, -0.01], [-0.18, 0.44, 0.23], [0.30, 0.29, -0.01], [-0.53, 0.17, 0.32], [0.14, 0.27, 0.01], [0.08, 0.16, 0.21], [0.04, 0.46, 0.27], [0.02, 0.11, -0.07], [0.08, 0.04, 0.27], [0.13, 0.16, 0.26], [0.24, 0.12, -0.13], [-0.07, -0.11, -0.01], [0.28, 0.06, -0.01], [0.07, 0.02, 0.10]]
}

***

(3)
{
  "formula": "C2H4OS",
  "method": "ωB97M-V/def2-TZVPD",
  "lumo_energy_ev": 0.62,
  "homo_energy_ev": -8.696,
  "de_lowest_kj_mol": 222.6,
  "orbital_gap_ha": 0.342,
  "spin_multiplicity": 1,
  "energy_ha": -551.943908,
  "largest_force_ev_per_a": 3.85,
  "charge": 0,
  "elements": ["S", "O", "C", "C", "H", "H", "H", "H"],
  "coordinates": [[2.3754, 0.1011, -0.0013], [0.8051, -0.4598, -0.1197], [-1.5001, -0.0601, 0.0606], [-0.3048, 0.3958, -0.0661], [-2.2275, 0.7117, 0.0189], [2.9033, -1.0377, 0.4376], [-1.8620, -1.1526, -0.0362], [-0.1892, 1.5017, -0.2939]],
  "atomic_forces_ev_per_a": [[-0.28, 0.88, -0.22], [-0.89, 0.09, -0.17], [-2.59, -2.79, -0.53], [3.33, 1.37, -0.60], [-0.87, 0.26, 0.02], [-0.18, -0.31, 0.17], [0.96, 1.95, 0.65], [0.53, -1.45, 0.68]]
}